1.
Molecular formula: C16H20IrNOS
Method: DFT, ωB97M-V/def2-TZVPD

Last column: Löwdin charge in e.
Atoms and positions in Å:
Ir (-0.21, -1.65, 0.97)  1.2652
C (-1.23, -1.42, 2.95)  -0.2522
C (-0.72, -0.14, 2.57)  -0.2255
C (-1.31, 0.22, 1.32)  -0.2332
H (0.01, 0.47, 3.11)  0.1046
C (-2.17, -0.85, 0.90)  -0.2947
C (-2.11, -1.87, 1.91)  -0.2796
H (-2.65, -2.82, 1.87)  0.0793
H (-0.95, -1.99, 3.83)  0.0855
H (-1.10, 1.12, 0.76)  0.0725
H (-2.75, -0.86, -0.02)  0.0911
C (1.58, -2.62, -0.16)  -0.2417
C (0.43, -3.47, -0.11)  -0.2502
C (-0.66, -2.78, -0.74)  -0.2994
H (0.37, -4.45, 0.36)  0.0837
C (-0.17, -1.49, -1.17)  -0.2597
C (1.21, -1.42, -0.81)  -0.2196
H (1.84, -0.54, -0.97)  0.0833
H (2.57, -2.82, 0.24)  0.0943
H (-1.67, -3.16, -0.89)  0.0884
H (-0.72, -0.70, -1.68)  0.0747
O (1.24, 1.31, 0.42)  -0.3542
C (-0.04, 2.69, -2.11)  -0.3095
C (0.63, 3.56, -0.97)  -0.1848
C (-1.50, 2.31, -1.98)  -0.1164
C (0.91, 2.16, -3.16)  -0.1219
C (1.27, 2.69, 0.25)  -0.4670
H (-0.04, 4.32, -0.48)  0.0757
H (1.46, 4.24, -1.32)  0.0763
H (2.35, 3.02, 0.37)  0.0557
H (0.89, 3.15, 1.22)  0.0596
H (-2.32, 2.62, -2.81)  0.0936
H (-1.95, 2.59, -0.98)  0.0682
H (-1.48, 1.19, -1.89)  0.0468
H (0.93, 2.61, -4.29)  0.0886
H (0.79, 1.05, -3.24)  0.0566
H (1.95, 2.23, -2.75)  0.0745
S (2.26, -3.79, 4.18)  0.3455
C (1.70, -2.77, 3.05)  -0.9679
N (1.37, -1.96, 2.25)  -0.0862

The expectation value of S² is 6.02. The value obtained for the energy above the lowest of the compared OMol25 structures with the same formula, charge and spin is 0.0 kJ/mol. Its charge is -2. For the HOMO energy (alpha / beta), the calculation gives 2.271 / -0.248 eV. Its total energy is -34118.3110 eV. Its spin multiplicity is 5.

=====

2.
Molecular formula: C4H5ClN2O
Method: DFT, ωB97M-V/def2-TZVPD

Last column: Löwdin charge in e.
Atoms and positions in Å:
C (-0.65, 0.67, 1.70)  -0.2025
C (-0.42, 2.07, 3.63)  -0.5540
C (0.51, 1.74, -0.05)  -0.0947
C (-0.02, -0.81, 0.09)  -0.0113
N (-0.78, 1.59, 2.56)  -0.0310
N (-0.04, 0.68, 0.50)  -0.1230
O (0.91, 1.60, -1.36)  -0.0319
Cl (-1.07, 3.63, 4.01)  0.5161
H (-1.25, -0.25, 1.83)  0.1446
H (0.16, -1.46, 0.91)  0.0688
H (-1.04, -1.08, -0.36)  0.1169
H (0.74, -1.05, -0.67)  0.0850
H (1.09, 2.55, -1.63)  0.1169

The value obtained for the energy above the lowest of the compared OMol25 structures with the same formula, charge and spin is 512.2 kJ/mol. For the HOMO energy (alpha / beta), the calculation gives -8.018 / -8.018 eV. Its total energy is -21774.1282 eV.

=====

3.
Molecular formula: C21H42O21
Method: DFT, ωB97M-V/def2-TZVPD

Last column: Löwdin charge in e.
Atoms and positions in Å:
C (-6.40, -0.29, -3.42)  -0.0340
O (-5.07, 0.15, -3.20)  0.0006
C (-4.39, 0.63, -4.22)  -0.6316
O (-4.77, 0.85, -5.33)  0.1428
O (-3.12, 0.77, -3.81)  -0.0034
C (-2.15, 1.15, -4.77)  -0.0435
H (-6.35, -1.06, -4.20)  0.1011
H (-7.09, 0.48, -3.77)  0.0983
H (-6.76, -0.81, -2.55)  0.0920
H (-1.20, 1.35, -4.28)  0.0723
H (-2.41, 2.13, -5.19)  0.1000
H (-2.07, 0.46, -5.60)  0.1004
C (4.74, -1.62, 1.39)  -0.0312
O (5.53, -0.57, 0.80)  0.0128
C (6.31, 0.13, 1.60)  -0.6471
O (6.38, 0.01, 2.79)  0.1177
O (6.99, 0.98, 0.85)  0.0067
C (8.06, 1.69, 1.49)  -0.0244
H (4.57, -2.33, 0.59)  0.0919
H (3.79, -1.16, 1.67)  0.0702
H (5.24, -2.08, 2.24)  0.0977
H (8.28, 2.58, 0.90)  0.0910
H (8.91, 1.00, 1.43)  0.1001
H (7.82, 2.01, 2.50)  0.0929
C (2.25, 1.88, -3.25)  -0.0155
O (2.24, 3.18, -2.67)  0.0056
C (1.06, 3.75, -2.44)  -0.6288
O (-0.02, 3.26, -2.65)  0.1197
O (1.28, 4.95, -1.94)  0.0238
C (0.13, 5.65, -1.45)  -0.0278
H (3.27, 1.52, -3.28)  0.0980
H (1.88, 1.94, -4.28)  0.1013
H (1.65, 1.25, -2.60)  0.0654
H (-0.29, 6.31, -2.20)  0.0993
H (0.55, 6.23, -0.63)  0.0980
H (-0.65, 5.01, -1.03)  0.0731
C (-3.78, -1.11, -0.05)  -0.0384
O (-3.26, -1.79, -1.16)  0.0086
C (-3.08, -3.08, -1.09)  -0.6325
O (-3.27, -3.78, -0.14)  0.1210
O (-2.55, -3.52, -2.22)  0.0247
C (-2.06, -4.84, -2.22)  -0.0477
H (-4.48, -0.34, -0.41)  0.0933
H (-2.99, -0.60, 0.49)  0.0836
H (-4.50, -1.70, 0.51)  0.1066
H (-2.20, -5.29, -3.20)  0.0924
H (-2.61, -5.47, -1.52)  0.0919
H (-1.01, -4.95, -1.94)  0.0957
C (1.60, -3.39, 1.13)  -0.0085
O (0.55, -2.64, 0.51)  -0.0145
C (0.79, -1.47, -0.05)  -0.6242
O (1.85, -0.90, -0.07)  0.1383
O (-0.37, -1.08, -0.55)  0.0022
C (-0.45, 0.02, -1.43)  -0.0313
H (2.09, -2.79, 1.89)  0.0874
H (2.27, -3.80, 0.38)  0.1030
H (1.11, -4.19, 1.68)  0.0928
H (-1.51, 0.13, -1.67)  0.0891
H (0.00, -0.15, -2.41)  0.0955
H (-0.03, 0.95, -1.05)  0.0880
C (1.15, -2.07, 5.28)  -0.0336
O (0.59, -3.30, 4.83)  0.0119
C (-0.40, -3.38, 3.96)  -0.6316
O (-0.76, -4.42, 3.49)  0.1425
O (-0.84, -2.17, 3.61)  -0.0348
C (-1.86, -2.07, 2.60)  -0.0149
H (1.44, -1.39, 4.48)  0.0687
H (2.04, -2.30, 5.86)  0.0974
H (0.44, -1.59, 5.94)  0.1009
H (-2.62, -2.83, 2.79)  0.1053
H (-1.41, -2.28, 1.63)  0.0722
H (-2.28, -1.07, 2.64)  0.0905
C (0.58, 0.71, 2.87)  -0.0085
O (0.47, 2.14, 2.88)  0.0275
C (-0.50, 2.73, 2.22)  -0.6141
O (-1.30, 2.24, 1.47)  0.1263
O (-0.50, 4.02, 2.58)  0.0075
C (-1.41, 4.90, 1.96)  -0.0553
H (0.27, 0.45, 3.88)  0.0942
H (1.62, 0.43, 2.70)  0.0953
H (-0.01, 0.26, 2.07)  0.0824
H (-1.45, 4.74, 0.89)  0.0714
H (-1.14, 5.92, 2.20)  0.0970
H (-2.44, 4.73, 2.29)  0.0997

The value obtained for the energy above the lowest of the compared OMol25 structures with the same formula, charge and spin is 96.4 kJ/mol. Its structure (SMILES) is COC(=O)OC.COC(=O)OC.COC(=O)OC.COC(=O)OC.COC(=O)OC.COC(=O)OC.COC(=O)OC. For the HOMO energy, the calculation gives -10.691 eV. Its total energy is -65454.8398 eV.

=====

4.
Molecular formula: C2H5O3
Method: DFT, ωB97M-V/def2-TZVPD

Last column: Löwdin charge in e.
Atoms and positions in Å:
O (0.57, -1.36, 2.10)  -0.1180
H (-0.23, -0.93, 2.47)  0.0242
H (0.61, -1.05, 1.16)  -0.0157
O (1.20, -0.78, -0.61)  -0.0992
O (-0.19, -0.54, -2.31)  -0.1185
C (0.30, -0.16, -1.21)  -0.7902
C (-0.41, 1.01, -0.54)  -0.0668
H (-1.20, 0.54, 0.07)  0.0635
H (-0.88, 1.69, -1.27)  0.0589
H (0.24, 1.60, 0.13)  0.0618

The value obtained for the energy above the lowest of the compared OMol25 structures with the same formula, charge and spin is 30.6 kJ/mol. Its charge is -1. For the HOMO energy, the calculation gives -3.992 eV. Its total energy is -8299.3595 eV.